Record 1
This record from the Open Molecules 2025 dataset describes C5H12N2 as an isolated structure in a non-equilibrium geometry. The level of theory is the ωB97M-V functional and the def2-TZVPD basis.

Computed properties:
Strongest force on any atom in eV/Å: 2.51
Electronic energy in eV: -8358.0318
Energy relative to the best compared isomer or geometry (same formula, charge and spin) in kcal/mol: 48.5

Each line ends with the Mulliken charge.
Element x y z (Å)
N: 0.318795 -0.878657 -0.625374  -0.614
N: -1.169077 0.961139 0.629771  -0.545
C: 1.867333 -0.618294 1.218745  -1.196
C: -2.281224 -0.465781 -0.978089  -1.359
C: -1.294924 -0.325089 0.150344  0.217
C: 1.525183 1.178253 -0.479737  -1.245
C: 1.319132 -0.127320 -0.098996  0.706
H: -2.085020 0.274551 -1.756036  0.314
H: -1.377967 -1.080198 0.930470  0.321
H: 1.300896 1.476198 -1.497412  0.343
H: 0.155304 -0.577591 -1.584168  0.363
H: 2.262990 0.191366 1.828787  0.316
H: 1.108368 -1.150265 1.789037  0.319
H: -0.463909 1.529824 0.004213  0.355
H: -0.709471 0.976067 1.535980  0.335
H: 2.367229 1.722845 -0.074145  0.326
H: -3.293506 -0.304353 -0.600260  0.369
H: -2.225399 -1.459793 -1.416481  0.351
H: 2.675267 -1.322904 1.023353  0.323

Cartesian forces (eV/Å) of the 6 atoms listed first:
-2.0 -0.5 -0.1
1.5 1.4 -0.7
0.2 0.0 -0.3
0.2 -0.2 0.0
1.6 -0.8 -0.9
1.4 -1.3 -0.6



Record 2
This record from the Open Molecules 2025 dataset describes C5H15InNO2S as an isolated structure in a non-equilibrium geometry. The level of theory is the ωB97M-V functional and the def2-TZVPD basis.

Computed properties:
Strongest force on any atom in eV/Å: 1.36
Total charge: -1
Electronic energy in eV: -27019.4147

Each line ends with the Mulliken charge.
Element x y z (Å)
In: -1.100501 1.091871 0.498533  0.738
S: -2.097901 3.424178 0.683358  -0.616
O: -3.156745 -0.793985 -0.920997  -0.233
O: -2.219170 -1.766397 -1.316850  -0.346
N: 2.570464 0.244491 1.162047  -0.718
C: 0.139797 1.005951 -1.378821  -0.974
C: 1.272053 -1.246586 -0.463473  -0.161
C: 1.874652 -1.031554 0.975997  -0.423
C: -2.868794 -0.325271 0.418705  -0.673
C: 1.354932 -0.012136 -1.420200  -0.777
H: 1.966715 1.031557 0.945429  0.210
H: -0.143017 0.872036 2.006845  -0.391
H: -3.769928 0.257570 0.715107  0.235
H: 0.228079 -1.602829 -0.385718  -0.127
H: 2.311015 0.533821 -1.311011  0.469
H: 1.363690 -0.433089 -2.457010  0.296
H: -0.567082 0.842736 -2.223766  0.364
H: -1.144937 4.188048 1.304623  0.038
H: 0.579161 2.023041 -1.515293  0.300
H: 1.869297 -2.059335 -0.942667  0.467
H: 2.733531 0.316520 2.164763  0.250
H: -2.734196 -1.178148 1.134670  0.195
H: 1.027009 -1.133946 1.698144  0.198
H: 2.547368 -1.892281 1.194430  0.380
H: -2.035494 -2.356263 -0.566846  0.299

Cartesian forces (eV/Å) of the 6 atoms listed first:
0.4 -0.2 0.0
0.2 0.5 0.2
-0.8 -0.1 0.9
1.0 -0.3 -0.6
0.5 -0.5 0.3
0.7 0.2 0.2



Record 3
This record from the Open Molecules 2025 dataset describes one molecule with the formula C7H7N in a non-equilibrium geometry. The level of theory is the ωB97M-V functional and the def2-TZVPD basis.

Computed properties:
SMILES: CC1=C(C#N)CC=C1
Strongest force on any atom in eV/Å: 4.12
Electronic energy in eV: -8860.5741
Energy relative to the best compared isomer or geometry (same formula, charge and spin) in kcal/mol: 24.2

Each line ends with the Mulliken charge.
Element x y z (Å)
N: 3.767222 0.008292 0.052777  -0.487
C: -1.091648 0.282050 0.135323  -0.647
C: 2.629328 0.177933 -0.019095  0.054
C: 1.255217 0.387757 -0.002991  0.143
C: 0.671629 1.812412 -0.053387  -0.824
C: 0.152437 -0.509789 -0.032509  0.698
C: 0.366815 -1.999188 -0.037165  -0.909
C: -0.771384 1.595581 0.029311  -0.433
H: 1.041406 2.460444 0.627640  0.482
H: 0.874992 2.233616 -0.968106  0.367
H: 0.438201 -2.344237 -1.084412  0.248
H: -2.126590 -0.151658 0.153519  0.349
H: -0.534343 -2.541670 0.466577  0.292
H: -1.399936 2.483252 0.257046  0.360
H: 1.374286 -2.039183 0.601942  0.307

Cartesian forces (eV/Å) of the 6 atoms listed first:
0.0 0.0 -0.1
-0.2 -0.1 -1.3
0.8 -0.7 0.2
-4.1 0.2 -0.5
-0.6 -4.0 -0.3
2.1 1.7 0.8



Record 4
This record from the Open Molecules 2025 dataset describes a 2-piece molecular cluster, C4H8N overall in a non-equilibrium geometry. The level of theory is the ωB97M-V functional and the def2-TZVPD basis.

Computed properties:
Strongest force on any atom in eV/Å: 3.75
Total charge: +1
⟨S²⟩: 2.004
Electronic energy in eV: -5751.7981
Spin multiplicity: 3
Energy relative to the best compared isomer or geometry (same formula, charge and spin) in kcal/mol: 90.2

Each line ends with the Löwdin spin population.
Element x y z (Å)
N: 0.098327 -0.106006 -0.383881  0.049
C: -0.988193 -1.181983 -0.386002  0.097
C: -1.093304 0.012412 0.442038  0.810
C: -0.822773 1.072539 -0.532080  0.107
C: 1.385362 0.065718 0.157049  0.051
H: 1.957999 0.493495 -0.670331  0.001
H: 1.859591 -0.908606 0.555869  0.003
H: -0.687192 -2.142190 0.106904  0.010
H: -0.484622 2.085847 -0.397468  0.004
H: 1.337720 0.876205 1.009620  0.019
H: -1.606290 -1.404694 -1.342133  0.014
H: -0.436233 -0.111780 2.565723  0.821
H: -1.393046 0.819163 -1.403120  0.015

Cartesian forces (eV/Å) of the 6 atoms listed first:
-2.2 -0.3 -0.7
0.1 -1.9 -0.2
-1.3 0.3 -0.9
-0.6 -1.2 -0.7
3.0 0.4 2.2
0.5 -0.3 0.4



- The lowest strongest force on any atom belongs to which entry?
  C5H15InNO2S